{"formula": "C5H14N", "method": "wB97M-V/def2-TZVPD", "relative_energy_kcal_mol": 6.57, "max_force_ev_per_a": 1.2, "total_charge": 1, "multiplicity": 1, "e_homo_ev": -15.52, "smiles": "CC(C)CC[NH3+]", "symbols": ["C", "C", "C", "C", "C", "N", "H", "H", "H", "H", "H", "H", "H", "H", "H", "H", "H", "H", "H", "H"], "positions_angstrom": [[0.4782, -1.2351, 1.2001], [1.0797, -0.4604, 0.0315], [1.5299, 0.9458, 0.4256], [0.1046, -0.4366, -1.1733], [-1.3688, -0.1379, -0.9650], [-1.6231, 0.9554, 0.0476], [1.2129, -1.5692, 1.9270], [-0.3121, -0.7085, 1.7089], [0.0590, -2.1496, 0.7992], [1.9189, -0.9975, -0.3940], [2.4799, 0.9664, 0.9634], [0.8006, 1.5027, 1.0203], [1.7414, 1.5469, -0.4324], [0.1842, -1.3965, -1.6776], [0.4648, 0.3036, -1.8923], [-1.9006, 0.2035, -1.8501], [-1.9196, -1.0259, -0.6455], [-2.5101, 1.4367, -0.0890], [-0.8626, 1.6395, -0.0138], [-1.5574, 0.6166, 1.0095]], "atomic_forces_ev_per_a": [[0.616, -0.788, -0.685], [-0.828, 0.498, -0.005], [0.379, -0.066, 0.225], [0.244, 0.691, -0.394], [-0.785, -0.703, 0.150], [0.707, 0.222, 0.309], [0.096, 0.330, 0.166], [-0.242, 0.308, 0.395], [-0.296, -0.338, 0.034], [0.392, -0.103, 0.323], [-0.248, -0.254, 0.326], [0.040, -0.124, 0.274], [0.030, 0.401, -0.845], [-0.283, -0.107, -0.070], [0.218, -0.063, -0.030], [0.405, -0.036, -0.295], [0.052, 0.197, 0.325], [-0.090, -0.080, 0.024], [-0.174, 0.155, -0.172], [-0.231, -0.141, -0.055]]}

---

{"formula": "C5H14N", "method": "wB97M-V/def2-TZVPD", "relative_energy_kcal_mol": 55.03, "s_squared": 0.75, "max_force_ev_per_a": 2.7, "total_charge": 2, "multiplicity": 2, "e_homo_ev": [-21.17, -21.07], "symbols": ["C", "C", "C", "C", "H", "H", "H", "H", "H", "H", "H", "H", "H", "H", "C", "N", "H", "H", "H", "H"], "positions_angstrom": [[0.8084, 1.3835, -1.0844], [-0.6824, 1.1627, -0.7705], [-1.3460, -0.1420, -1.1682], [-0.7870, 1.4740, 0.8527], [1.0709, 2.4298, -1.1917], [1.4980, 0.9957, -0.3227], [1.0196, 0.8006, -2.0001], [-1.2833, 1.9112, -1.2711], [-2.4165, 0.0297, -1.2842], [-1.2677, -0.9673, -0.4566], [-0.9362, -0.4830, -2.1213], [-0.5679, 2.5356, 0.9918], [-1.7941, 1.1328, 1.1384], [-0.1094, 0.9458, 1.5133], [0.9664, -2.6170, 0.9844], [1.0364, -1.3446, 1.1315], [0.9023, -3.2326, 1.8732], [1.0035, -3.0522, -0.0109], [0.6506, -0.7457, 0.3924], [1.1572, -0.8468, 2.0149]], "atomic_forces_ev_per_a": [[0.717, 0.281, 1.530], [-1.077, -0.413, -2.387], [-0.439, 0.082, 1.169], [0.497, 0.331, 1.446], [-0.240, 0.167, -0.099], [0.112, -0.037, -0.226], [-0.396, -0.045, -0.046], [0.160, 0.521, 0.117], [0.051, -0.107, -0.194], [0.237, -0.069, 0.005], [0.037, 0.097, -0.233], [-0.122, -0.010, -0.478], [-0.143, 0.047, -0.750], [0.253, -0.122, -0.132], [0.420, 0.307, 0.604], [-1.145, 0.203, -0.429], [0.629, -0.270, 0.026], [-0.599, 0.054, 0.002], [1.186, -0.327, -0.164], [-0.139, -0.691, 0.240]]}

---

{"formula": "C5H14N2", "method": "wB97M-V/def2-TZVPD", "relative_energy_kcal_mol": 40.13, "s_squared": 0.75, "max_force_ev_per_a": 3.0, "total_charge": -1, "multiplicity": 2, "e_homo_ev": [1.48, -4.46], "symbols": ["N", "C", "C", "N", "C", "C", "C", "H", "H", "H", "H", "H", "H", "H", "H", "H", "H", "H", "H", "H", "H"], "positions_angstrom": [[-1.5832, 1.5292, -1.9367], [-0.1629, 1.6133, -1.6323], [0.1577, 1.1764, -0.1931], [-0.0977, -0.2985, -0.1668], [0.9381, -0.3696, 2.1740], [0.6983, -1.0721, 0.7787], [0.1380, -2.5104, 0.9984], [-2.1139, 0.7117, -1.6474], [-1.6866, 1.4194, -2.9570], [0.2170, 2.6184, -1.8140], [0.3331, 0.8666, -2.2631], [1.2438, 1.2493, 0.0176], [-0.2766, 1.8576, 0.5576], [-0.9262, -0.4771, -0.7035], [1.0306, -1.1192, 2.9599], [-0.0014, 0.1254, 2.4354], [1.7382, 0.3501, 2.0020], [1.6601, -0.9817, 0.2623], [0.5284, -3.1056, 0.1605], [-0.9289, -2.4257, 1.1726], [0.5775, -2.9466, 1.8983]], "atomic_forces_ev_per_a": [[-1.130, 0.781, -0.999], [0.212, -1.155, 0.716], [0.874, -1.295, -0.857], [-0.283, 2.810, 1.027], [-1.618, -0.284, -1.330], [-0.446, 0.136, 0.382], [1.616, 1.148, -0.503], [0.535, -0.174, 0.655], [0.173, 0.405, 0.242], [-0.138, 0.046, -0.154], [0.589, 0.416, -0.040], [-0.132, 0.331, -0.529], [-0.540, -0.587, 0.003], [-0.139, -1.331, 0.635], [0.881, 0.123, -0.056], [0.147, 0.422, -0.011], [0.056, -0.032, 0.817], [0.502, -1.187, 0.469], [-1.039, -0.223, 0.044], [-0.205, -0.381, -0.520], [0.085, 0.030, 0.008]]}

---

{"formula": "C5H14N2", "method": "wB97M-V/def2-TZVPD", "relative_energy_kcal_mol": 34.72, "max_force_ev_per_a": 2.8, "multiplicity": 1, "e_homo_ev": -7.81, "smiles": "CCCNCCN", "symbols": ["C", "C", "C", "N", "C", "C", "N", "H", "H", "H", "H", "H", "H", "H", "H", "H", "H", "H", "H", "H", "H"], "positions_angstrom": [[2.1745, 0.2649, -2.6147], [1.4803, 0.7894, -1.3760], [0.8533, -0.4276, -0.6297], [-0.0005, -0.3203, 0.5101], [-1.4692, -0.3860, 0.4783], [-2.1576, -0.2999, 1.8330], [-1.2679, 0.1240, 2.9191], [1.3872, -0.1129, -3.3065], [2.7156, -0.6762, -2.4219], [2.7560, 1.0805, -3.0247], [2.1582, 1.2526, -0.6321], [0.6349, 1.4635, -1.5962], [0.3257, -1.0654, -1.3565], [1.7063, -1.0225, -0.3764], [0.2901, 0.3517, 1.2074], [-1.6708, -1.3906, 0.0513], [-1.7860, 0.3798, -0.2480], [-2.3811, -1.3221, 2.1374], [-3.0594, 0.3139, 1.6432], [-1.6599, -0.1044, 3.8223], [-1.0298, 1.1076, 2.9805]], "atomic_forces_ev_per_a": [[-1.097, -0.539, -0.097], [-1.388, -0.636, 1.558], [-0.442, -0.463, -1.085], [-0.176, 0.604, 1.757], [1.754, -0.543, -2.049], [0.569, 0.136, 0.257], [-0.031, 0.519, 0.313], [0.477, 0.740, 0.037], [0.478, 0.709, 0.192], [0.374, -0.370, -0.569], [-0.189, 0.118, -0.634], [0.617, 0.174, -0.165], [-0.035, 0.268, -0.082], [0.718, -0.615, 0.472], [0.278, -0.208, -0.097], [-0.367, 0.627, -0.049], [-0.708, -0.138, 0.294], [-0.626, 0.120, -0.188], [0.112, -0.392, 0.628], [-0.064, -0.152, -0.083], [-0.251, 0.041, -0.409]]}

---

Let's list E in order: -6895.5769, -6879.6624, -8389.2453, -8391.1135 eV.